11 unconnected molecules or ions with the total composition C41H110N6O12 at a distorted geometry. Source: the OMol25 dataset; level of theory: wB97M-V/def2-TZVPD.

```
169
Properties=species:S:1:pos:R:3:forces:R:3
C 14.037227 -27.648832 17.600046 -0.007 -0.431 0.576
O 14.268702 -26.416901 18.134336 0.334 3.921 -1.149
C 14.085369 -25.306334 17.179672 0.602 -0.572 1.438
C 14.825488 -24.157141 17.819718 -0.606 1.140 -0.237
N 14.311835 -23.808656 19.121374 -1.921 0.131 0.191
C 15.018683 -22.671356 19.701952 0.560 -1.189 1.704
C 14.674853 -22.433366 21.204458 -0.243 0.634 -0.940
O 15.300310 -23.337130 22.066422 0.573 -0.563 -0.472
C 16.707270 -23.300532 21.949354 1.209 -0.608 1.620
H 12.999931 -27.651395 17.265237 -0.140 -0.892 -0.192
H 14.252274 -28.205134 18.512388 -0.469 -1.320 -0.623
H 14.750352 -27.860719 16.803389 -0.104 -0.399 -0.234
H 13.033629 -25.083443 17.000043 -0.305 -0.023 0.545
H 14.470058 -25.481136 16.174904 0.548 -0.594 0.062
H 14.656004 -23.253039 17.234937 0.341 -0.032 -0.528
H 15.896239 -24.334321 17.920692 0.370 -0.297 -0.549
H 14.537868 -24.599779 19.707166 -0.392 -0.143 0.411
H 14.995020 -21.709954 19.188868 -0.140 -0.409 -0.521
H 15.992972 -23.159539 19.725340 1.151 1.544 -0.050
H 13.599629 -22.446656 21.382770 -0.066 -0.408 -0.043
H 15.000144 -21.451902 21.549430 0.118 0.482 -0.521
H 17.247817 -22.382174 21.720159 -0.916 0.764 -0.268
H 17.208225 -24.026385 21.308818 -0.663 -0.439 -0.385
H 17.065765 -23.529216 22.952994 0.061 -0.214 0.126
C 20.222648 -23.000806 16.540587 -0.153 -1.599 -0.150
C 19.966632 -22.229299 17.781327 1.121 2.704 0.012
C 21.285090 -21.913031 18.597866 -0.730 -0.264 -0.450
O 21.018718 -21.242287 19.825357 0.705 -0.794 1.488
C 22.046542 -21.514965 20.828998 -0.857 0.272 0.196
N 19.380393 -20.936860 17.285839 -0.207 -0.428 1.040
H 20.661132 -23.970694 16.775412 0.485 -0.001 -0.098
H 20.810096 -22.470927 15.790755 -0.011 -0.049 0.061
H 19.242140 -23.282017 16.156358 0.031 0.331 -0.485
H 19.221556 -22.769138 18.365739 0.128 0.256 0.394
H 21.932283 -21.224007 18.055183 -0.018 -0.099 -0.712
H 21.851078 -22.837413 18.713098 0.012 -0.213 0.477
H 23.008241 -21.054021 20.603635 0.111 -0.348 -0.527
H 22.104298 -22.565956 21.112216 0.315 -0.374 -0.888
H 21.810901 -21.122250 21.818104 -0.792 0.762 -0.313
H 20.000045 -20.517681 16.607292 0.237 -0.290 -0.400
H 19.433158 -20.269980 18.042535 -0.482 0.217 0.377
C 11.346415 -22.543974 7.484119 0.376 0.990 -0.691
C 11.509190 -23.152590 8.820220 1.880 -2.324 0.441
C 10.341136 -22.805475 9.709402 -0.310 -0.998 1.014
O 10.165352 -23.623426 10.908531 1.070 0.710 -1.496
C 11.215707 -23.450713 11.868137 -1.626 0.106 0.534
N 11.704703 -24.650421 8.562092 -0.573 1.009 0.503
H 10.361163 -22.854221 7.136078 0.094 0.377 -0.584
H 12.142002 -22.841708 6.801107 -0.254 -0.547 0.031
H 11.503362 -21.465913 7.519391 -0.750 0.306 0.070
H 12.469401 -22.866468 9.249432 -0.030 0.432 0.170
H 9.483594 -23.003134 9.066237 -0.486 0.166 0.474
H 10.376814 -21.761510 10.020809 -0.077 0.215 -0.221
H 12.227516 -23.285605 11.497882 -0.056 -0.571 -0.277
H 11.046731 -24.304406 12.524458 0.868 -0.184 -0.065
H 10.974375 -22.599750 12.505097 0.033 0.452 -0.030
H 10.898527 -25.148167 8.912015 -0.269 -0.157 0.027
H 12.469625 -24.989810 9.127614 0.112 0.018 0.106
C 16.451312 -19.767641 27.566185 0.650 -0.432 1.023
C 17.025626 -19.146440 28.916747 0.044 0.237 -2.948
C 18.214425 -19.854202 29.482720 -0.553 -2.302 0.517
O 18.710911 -19.316623 30.701802 1.547 0.944 -0.043
C 20.148873 -19.397057 30.845291 0.083 -0.222 -0.790
N 17.498503 -17.804974 28.474059 -1.116 -0.816 1.205
H 16.042066 -20.754183 27.783751 0.032 -0.173 -0.250
H 17.187690 -19.809636 26.763631 0.390 -0.248 0.315
H 15.656386 -19.182833 27.103372 -0.188 0.330 0.610
H 16.170860 -19.227170 29.588291 0.108 0.703 0.553
H 18.945523 -20.043868 28.696828 0.453 0.498 0.117
H 17.850871 -20.833728 29.793309 -0.008 -0.562 -0.332
H 20.575705 -20.398049 30.907737 -0.705 -0.623 0.383
H 20.549006 -18.854570 31.701855 -0.739 0.192 0.057
H 20.682609 -19.050191 29.960470 -0.320 0.662 -0.264
H 17.961502 -17.454822 29.300584 0.159 0.723 0.136
H 16.600695 -17.345816 28.417312 0.162 1.086 -0.293
C 19.822054 -16.377300 21.290920 0.885 0.688 -0.090
C 19.425689 -16.716119 19.868525 -0.983 0.976 1.187
C 20.599476 -16.731488 18.928539 -0.299 0.151 -0.008
O 21.049592 -15.419956 18.699234 0.383 1.089 -0.027
C 21.773326 -15.139486 17.500057 -0.781 -1.179 -0.167
N 18.716718 -17.977743 19.896900 0.313 -1.118 -0.825
H 20.601135 -17.081730 21.582318 -0.411 -0.613 0.447
H 18.930251 -16.375269 21.917653 0.321 -0.122 0.301
H 20.376494 -15.447087 21.415010 -0.438 0.484 -0.250
H 18.671450 -16.016445 19.508424 0.277 0.480 -0.153
H 20.176231 -17.203813 18.042034 0.690 -0.244 -0.512
H 21.400624 -17.266245 19.438716 0.210 -0.699 -0.452
H 21.834628 -14.065458 17.324554 -0.240 -0.135 0.254
H 21.237904 -15.649934 16.699509 -0.224 0.381 -0.482
H 22.771894 -15.567683 17.412710 0.334 -0.030 0.722
H 19.386948 -18.708643 20.088429 0.166 -0.451 0.030
H 18.074049 -18.021690 20.674810 -0.144 0.237 0.023
C 11.263533 -37.940753 16.337119 -0.759 -0.745 -2.429
C 11.462842 -36.496909 16.698826 -0.023 -1.053 -1.537
C 10.348515 -35.632171 16.144687 -1.025 -0.470 -1.832
O 10.681255 -34.309534 15.836617 0.116 1.712 0.328
C 10.239834 -33.412564 16.821614 0.866 0.175 0.671
N 11.671046 -36.555235 18.083349 1.018 1.388 1.260
H 11.245634 -38.003040 15.249050 0.146 -0.276 -0.286
H 10.263254 -38.298406 16.581298 -0.172 0.105 0.503
H 11.972376 -38.691721 16.685974 0.205 0.589 0.321
H 12.320906 -36.053894 16.193297 0.559 -0.388 0.171
H 9.412491 -35.742880 16.692143 -0.124 0.254 0.436
H 10.093930 -35.842185 15.105850 -0.031 -1.754 0.041
H 9.162070 -33.257348 16.870872 -0.263 -0.553 0.001
H 10.641879 -32.409198 16.681274 0.387 -0.168 -0.263
H 10.662533 -33.849068 17.726552 -0.549 0.681 0.764
H 10.816409 -36.821002 18.551389 0.032 0.463 0.445
H 12.046291 -35.640737 18.290688 -0.383 0.043 1.406
C 14.262750 -27.367296 24.127835 1.918 0.059 -0.546
C 15.153063 -27.579641 25.353055 -0.693 2.588 -1.896
C 14.985854 -26.494487 26.353445 0.596 2.095 1.257
O 14.806938 -28.667352 26.001899 -0.493 -5.390 2.550
H 14.620670 -26.423991 23.715309 -1.188 0.629 0.052
H 13.212859 -27.546868 24.359290 -0.039 0.671 -0.162
H 14.592335 -28.014821 23.315317 -0.294 -0.687 0.159
H 16.187983 -27.665608 25.021909 0.248 0.118 -0.045
H 15.203623 -25.488015 25.996129 -0.173 0.106 -0.281
H 15.636023 -26.601348 27.221754 0.487 -0.417 -0.155
H 14.022029 -26.493355 26.862503 -0.464 -0.085 -0.631
H 13.952410 -29.056539 25.802104 0.082 0.343 -0.324
C 10.705028 -20.565696 17.213594 -0.778 0.472 0.870
C 10.795963 -20.725447 18.766114 -0.866 -0.250 -0.975
C 9.582523 -20.076883 19.443900 0.266 0.535 -0.990
O 10.710106 -22.116744 19.045091 0.372 -0.121 0.466
H 10.695561 -19.505473 16.960736 0.175 0.047 -0.194
H 9.721686 -20.960464 16.958072 -0.096 -0.001 -0.129
H 11.405464 -21.105070 16.575972 0.415 0.039 0.500
H 11.702431 -20.271870 19.166964 0.255 -0.157 0.052
H 8.669012 -20.374836 18.929269 -0.082 -0.498 0.277
H 9.615445 -19.008903 19.228441 0.173 0.237 0.343
H 9.523614 -20.244573 20.519327 0.084 -0.112 -0.169
H 11.589213 -22.481362 18.919272 0.186 -0.380 0.000
C 17.829861 -28.835927 14.308447 -0.700 0.259 -0.645
C 17.401660 -29.370874 12.883491 0.279 2.376 0.841
C 18.370630 -30.395730 12.445318 0.007 -1.092 0.359
O 16.008748 -29.640072 12.963439 -0.553 -1.191 0.864
H 18.875367 -28.632873 14.540385 0.312 -0.439 -0.773
H 17.499251 -29.611452 14.999359 -0.116 0.098 0.137
H 17.372794 -27.883844 14.578099 -0.571 -0.170 -0.109
H 17.319403 -28.682065 12.042730 1.231 1.134 0.440
H 19.395189 -30.040173 12.554747 -0.111 0.559 -0.712
H 18.081609 -30.643422 11.423945 0.635 -0.723 0.021
H 18.426846 -31.215813 13.161147 -0.595 -0.647 -0.332
H 15.751758 -30.413921 12.456754 0.171 -0.150 -0.076
C 8.834662 -25.641979 25.205723 -0.353 0.545 1.942
C 9.383815 -24.201516 25.484650 -1.695 -1.578 -2.642
C 10.033219 -23.806560 24.188024 1.707 -0.919 0.174
O 8.238414 -23.378473 25.570474 -0.328 1.203 1.765
H 8.354157 -25.972823 26.126456 -0.243 -0.071 0.168
H 9.508768 -26.467907 24.978767 0.211 0.462 -0.615
H 8.022249 -25.447628 24.505503 0.299 -0.728 -0.477
H 10.037885 -24.180942 26.356352 -0.337 0.508 0.092
H 9.579513 -24.319656 23.340104 -0.569 0.506 -0.035
H 10.967634 -24.363080 24.260570 0.872 0.625 -0.450
H 10.141162 -22.733565 24.029538 0.176 -0.199 0.063
H 7.450173 -23.745852 25.163901 0.279 -0.352 -0.008
C 9.034236 -27.063942 19.151159 1.029 -0.812 -0.329
C 8.533129 -26.130056 18.102828 -0.761 0.029 0.079
C 7.405478 -26.732836 17.279272 0.089 -0.785 -0.101
O 8.011261 -25.025462 18.792702 -0.628 1.205 -0.212
H 8.266868 -27.284677 19.893128 -0.087 -0.178 -0.260
H 9.896152 -26.659600 19.681928 0.064 0.168 0.008
H 9.392254 -27.941330 18.612536 -0.047 -0.536 0.434
H 9.302138 -25.861195 17.378655 0.416 0.337 0.192
H 7.813660 -27.323582 16.459197 0.190 0.272 -0.297
H 6.731510 -25.974804 16.880199 0.054 -0.079 0.117
H 6.875051 -27.507289 17.833320 -0.440 0.386 0.363
H 8.715800 -24.537716 19.225511 0.175 0.076 0.000
```
Positions in Å, forces in eV/Å.

Results
Energy relative to the best compared isomer or geometry (same formula, charge and spin) in kJ/mol: 546.9
Highest occupied orbital energy in eV: -8.9002
Gap between HOMO and LUMO in eV: 9.2
Structure (SMILES): COC[C@H](C)N.COC[C@H](C)N.COC[C@H](C)N.COC[C@H](C)N.COC[C@H](C)N.COCCNCCOC.CC(C)O.CC(C)O.CC(C)O.CC(C)O.CC(C)O
LUMO level in eV: 0.3
E in eV: -77800.2231